Computed, not measured: one molecule with the formula C10H20N2O2, with ωB97M-V/def2-TZVPD.

ORCA input file:
```
! wB97M-V def2-TZVPD RIJCOSX def2/J DEFGRID3
* xyz 0 1
C -0.20636 -4.05479 0.17346
C 0.07118 -2.59640 0.50355
C -0.97172 -1.67679 -0.12760
C -0.76301 -0.20982 0.26434
C -1.93939 0.66216 -0.20245
C -1.89207 2.08273 0.36913
C -3.06916 2.91427 -0.11489
C 0.51100 0.31574 -0.37252
O 0.85531 0.05231 -1.51312
N 1.23719 1.13289 0.41266
C 2.44914 1.79286 -0.02466
C 3.68013 0.86317 0.02405
N 3.55859 -0.18027 -0.81668
O 4.62701 1.07033 0.74966
H 0.53133 -4.70174 0.64183
H -1.19367 -4.34604 0.52708
H -0.17294 -4.21959 -0.90121
H 0.06283 -2.46067 1.58742
H 1.06530 -2.32674 0.14678
H -1.97025 -1.98334 0.18978
H -0.92655 -1.75973 -1.21407
H -0.68304 -0.13344 1.35349
H -2.87972 0.19251 0.09849
H -1.91819 0.70601 -1.29281
H -1.92685 2.03786 1.46216
H -0.95953 2.57274 0.08115
H -3.07898 2.97660 -1.20071
H -3.00799 3.92056 0.29187
H -4.00947 2.46777 0.21114
H 0.96710 1.26660 1.37103
H 2.64591 2.65626 0.61231
H 2.31637 2.12860 -1.05942
H 4.28392 -0.88166 -0.86676
H 2.70656 -0.28097 -1.36450
*
```

Properties
* E_LUMO: 0.02628 Eh
* energy relative to the best compared isomer or geometry (same formula, charge and spin): 0.000 eV
* frontier orbital gap: 10.18 eV
* SMILES: CCCC(CCC)C(=O)NCC(N)=O

---

Computed, not measured: one molecule with the formula C4H12N2S at a distorted geometry, with ωB97M-V/def2-TZVPD.

ORCA input file:
```
! wB97M-V def2-TZVPD RIJCOSX def2/J DEFGRID3
* xyz 0 1
N -0.45076 -1.48921 -2.87552
C -1.04286 -0.89251 -1.67446
N -0.14996 -0.95120 -0.51381
C -0.68634 -0.36253 0.70107
C -0.17948 1.05700 1.04015
C 1.33921 1.11760 1.16781
S 1.92998 2.23848 2.47828
H -0.41935 -2.49275 -2.75841
H 0.49689 -1.14883 -3.00559
H -1.91706 -1.48243 -1.42723
H -1.31150 0.13835 -1.91189
H 0.77315 -0.61003 -0.74001
H -0.55030 -0.99651 1.57964
H -1.77466 -0.23509 0.57606
H -0.66009 1.28313 1.99168
H -0.58115 1.71901 0.26943
H 1.83231 1.54074 0.28453
H 1.73851 0.11555 1.29974
H 1.61346 1.45126 3.51853
*
```

Properties
* E_LUMO: 0.03411 Eh
* energy relative to the best compared isomer or geometry (same formula, charge and spin): 0.479 eV
* frontier orbital gap: 9.72 eV
* SMILES: NCNCCCS

---

Computed, not measured: a 10-piece molecular cluster, C26H64Cl8N3O15P3 overall at a distorted geometry, with ωB97M-V/def2-TZVPD.

ORCA input file:
```
! wB97M-V def2-TZVPD RIJCOSX def2/J DEFGRID3
* xyz 0 1
C -3.74444 -11.16137 18.16672
O -5.02768 -11.57575 18.29498
P -5.39107 -12.18800 19.74836
O -4.37104 -13.15093 20.31186
O -5.73201 -10.87888 20.68934
C -4.71738 -10.25365 21.43308
O -6.83271 -12.92184 19.50639
C -7.87878 -12.23979 18.88782
H -3.28843 -10.71332 19.04956
H -3.78574 -10.42742 17.36191
H -3.16670 -12.00741 17.79453
H -5.10009 -9.43373 22.04083
H -3.83367 -9.97828 20.85746
H -4.34397 -10.98689 22.14794
H -7.88379 -12.40045 17.80973
H -7.73645 -11.17011 19.04155
H -8.77946 -12.66399 19.33158
C 1.98446 -12.62827 21.12315
O 2.48129 -13.01469 19.88027
P 3.32696 -14.39224 19.78201
O 4.65069 -14.38538 20.46934
O 2.31909 -15.55579 20.36249
C 0.94354 -15.69372 19.93999
O 3.36585 -14.70522 18.16393
C 4.23588 -15.55357 17.61153
H 2.27155 -11.57957 21.20006
H 2.28954 -13.15957 22.02467
H 0.89770 -12.68450 21.18566
H 0.76831 -16.64365 19.43500
H 0.58744 -15.02949 19.15253
H 0.31603 -15.59446 20.82569
H 4.17138 -16.53976 18.07129
H 5.26980 -15.25398 17.78282
H 4.22832 -15.72063 16.53443
C -10.06325 -10.67744 24.86709
O -10.92224 -10.60741 23.67146
P -12.30907 -9.74800 23.78629
O -13.08224 -9.63885 22.52546
O -13.11623 -10.41487 25.11342
C -14.46117 -10.91358 24.99597
O -11.89363 -8.34511 24.49373
C -11.00477 -7.42797 23.88337
H -9.14457 -10.11802 24.69056
H -9.78528 -11.72386 24.99296
H -10.55144 -10.39010 25.79833
H -15.11773 -10.39022 25.69104
H -14.43873 -11.96717 25.27442
H -14.84152 -10.78621 23.98246
H -10.53293 -6.84881 24.67712
H -11.63035 -6.70669 23.35754
H -10.37681 -7.94537 23.15806
C -10.58042 -18.29052 16.27429
N -9.11811 -18.14779 16.36641
C -8.41211 -17.27626 15.62539
C -6.89638 -17.20733 15.79132
O -8.97473 -16.42159 14.89953
H -10.86604 -19.30873 16.01013
H -11.01861 -17.65418 15.50542
H -11.04426 -18.01929 17.22265
H -8.60341 -18.85588 16.87020
H -6.55376 -18.03999 16.40564
H -6.68101 -16.34348 16.42018
H -6.41251 -17.13818 14.81705
C -7.69769 -18.88641 21.26212
N -8.25883 -20.26341 21.40219
C -8.16835 -21.16725 20.41670
C -8.81571 -22.55584 20.64513
O -7.52661 -21.02271 19.37887
H -7.28543 -18.39434 22.14303
H -8.48133 -18.20069 20.93995
H -7.04240 -18.82995 20.39291
H -8.86573 -20.55724 22.15415
H -8.16563 -23.25882 20.12425
H -9.84831 -22.59834 20.29865
H -8.81534 -22.78359 21.71107
C -12.35806 -13.21342 12.15258
N -11.60009 -14.26488 11.57129
C -11.81817 -14.73253 10.35897
C -10.87545 -15.86869 9.88635
O -12.66680 -14.35418 9.61111
H -12.15853 -13.43909 13.20012
H -13.43813 -13.29164 12.02836
H -11.99883 -12.22369 11.87060
H -10.85968 -14.68268 12.11659
H -11.22132 -16.77336 10.38640
H -9.81253 -15.79025 10.11470
H -10.95818 -15.95288 8.80276
Cl -6.23837 -16.47740 27.17723
C -4.56346 -16.33650 26.64737
C -4.25250 -14.95872 26.05326
Cl -4.21843 -13.69214 27.32040
H -4.40408 -17.04740 25.83661
H -3.86113 -16.51838 27.46086
H -4.98027 -14.68600 25.28901
H -3.23827 -15.03801 25.66194
Cl -5.48406 -11.96364 10.85486
C -5.59396 -11.81820 12.60720
C -6.75452 -10.85628 12.91324
Cl -6.54212 -9.17526 12.37838
H -4.70708 -11.26981 12.92471
H -5.59741 -12.75764 13.15997
H -6.98217 -10.89216 13.97860
H -7.70893 -11.20244 12.51653
Cl -17.21956 -10.97627 16.15541
C -15.99053 -11.58907 17.37298
C -16.14202 -13.15944 17.49330
Cl -15.17830 -13.91560 18.72355
H -16.04170 -11.14708 18.36803
H -14.99296 -11.40366 16.97474
H -15.75210 -13.54830 16.55264
H -17.18333 -13.47550 17.43115
Cl -0.27419 -7.49590 25.20756
C -0.51014 -7.94916 26.93966
C 0.73435 -8.30316 27.72556
Cl 2.00956 -9.11442 26.71169
H -1.06910 -8.88453 26.96692
H -1.12722 -7.18647 27.41465
H 0.58717 -8.96604 28.57822
H 1.19167 -7.36589 28.04257
*
```

Properties
* E_LUMO: -0.00388 Eh
* energy relative to the best compared isomer or geometry (same formula, charge and spin): 4.848 eV
* frontier orbital gap: 9.22 eV
* SMILES: COP(=O)(OC)OC.COP(=O)(OC)OC.COP(=O)(OC)OC.CNC(C)=O.CNC(C)=O.CNC(C)=O.ClCCCl.ClCCCl.ClCCCl.ClCCCl

---

Computed, not measured: C45H53FLuN9O2S as an isolated structure at a distorted geometry, with ωB97M-V/def2-TZVPD.

ORCA input file:
```
! wB97M-V def2-TZVPD RIJCOSX def2/J DEFGRID3
* xyz 2 1
Lu -0.08323 0.43559 -1.97193
C -1.98664 2.92269 -3.03521
C -3.47678 2.80260 -2.77084
C -3.84176 2.91895 -1.33667
C -4.46384 4.07947 -0.82352
C -4.57138 4.20008 0.56692
C -4.36188 3.03744 1.31935
C -3.79570 1.94183 0.72514
N -3.55086 1.84496 -0.57449
N -1.29072 1.72961 -3.68738
C -2.26505 0.78519 -4.32596
C -2.87709 -0.17826 -3.34272
C -4.23439 -0.50380 -3.42522
C -4.84232 -1.31556 -2.50270
C -4.01494 -1.87877 -1.51617
C -2.68361 -1.54555 -1.48575
N -2.09777 -0.65265 -2.34771
C -0.31840 2.16734 -4.73098
C 1.01589 2.50142 -4.11222
C 1.89319 3.28009 -4.87048
C 3.15398 3.54956 -4.38665
C 3.59975 2.87123 -3.23195
C 2.68483 2.14977 -2.43952
N 1.42138 1.90580 -2.94377
H -1.43289 3.07328 -2.10313
H -1.76708 3.78743 -3.68289
H -3.98924 1.88602 -3.14663
H -4.00197 3.62120 -3.27968
H -4.76066 4.90805 -1.45478
H -4.90886 5.13642 0.99171
H -4.45132 3.12898 2.43280
H -3.48491 1.06530 1.33386
H -1.78046 0.19762 -5.09067
H -3.02592 1.31940 -4.85170
H -4.75154 -0.10891 -4.35232
H -5.92310 -1.52982 -2.57412
H -4.38087 -2.49814 -0.65930
H -2.02585 -1.92490 -0.68615
H -0.59424 3.06495 -5.33070
H -0.31579 1.35369 -5.47316
H 1.49614 3.61304 -5.81081
H 3.76546 4.35491 -4.85508
H 4.64787 3.00566 -2.91677
H 2.87139 1.85454 -1.40379
C 2.29402 -2.22555 -5.12683
O 2.04719 -2.85274 -3.73643
C 1.52291 -1.98563 -2.90733
O 0.82507 -1.00495 -3.34241
N 1.78105 -2.22417 -1.61624
N 1.19888 -1.28186 -0.68584
H 1.33205 -2.06219 -5.66166
H 2.93486 -2.89792 -5.67442
H 2.75419 -1.23715 -4.89701
H 2.03977 -3.20484 -1.32655
H 1.95441 -0.81187 -0.18307
H 0.73849 -1.78395 0.07833
C 4.01617 2.03726 2.19621
C 4.37138 0.71425 2.82413
C 5.54336 0.02933 2.11657
C 3.16999 -0.17751 3.06375
C 3.42546 -1.52133 3.26840
C 2.51913 -2.27193 4.01919
C 1.43039 -1.61836 4.55382
C 0.97330 -0.38471 4.10681
C -0.27594 0.13796 4.74296
C -1.06714 1.14459 3.96021
C -1.23216 -1.03778 5.05296
C 1.79363 0.31254 3.14713
N 1.28239 1.00580 2.08818
C 0.80064 2.29959 1.96904
C 1.03649 3.40843 2.83052
C 0.70182 4.71087 2.55221
C 0.16999 5.03646 1.31647
C -0.15294 3.97863 0.41962
C 0.12641 2.66865 0.77796
F -0.06968 1.70345 -0.27981
H 4.93612 2.64867 2.10552
H 3.39071 2.60874 2.86193
H 3.49866 1.99959 1.24160
H 4.78375 0.90955 3.78780
H 5.19160 -0.57517 1.18442
H 6.01701 -0.70463 2.75502
H 6.35262 0.72650 1.84487
H 4.36986 -1.97483 2.91351
H 2.73218 -3.32273 4.20911
H 0.87815 -2.16471 5.33245
H -0.14471 0.65313 5.71774
H -1.04964 0.87319 2.89261
H -0.70711 2.17143 4.07352
H -2.09526 1.12344 4.26167
H -1.19893 -1.81037 4.26662
H -2.27760 -0.71217 5.12844
H -0.92132 -1.57693 5.94647
H 1.55997 3.23695 3.75363
H 0.98047 5.52488 3.19964
H 0.04363 6.10097 1.01743
H -0.49994 4.24041 -0.61143
N -1.20519 -8.76930 1.60528
C -0.53868 -7.98861 2.49321
S -0.05094 -8.47450 4.01378
C -0.25281 -6.61263 1.92936
C -0.06001 -5.39021 2.55722
C 0.08948 -4.19344 1.76560
N -0.01835 -4.18537 0.42834
C -0.21281 -5.37103 -0.14933
C -0.23122 -6.59613 0.54133
H -1.56814 -9.62793 1.97672
H -1.76763 -8.32000 0.89966
H 0.12518 -5.32289 3.60883
H 0.28334 -3.22158 2.23454
H -0.37760 -5.34480 -1.22197
H -0.23920 -7.51866 -0.04826
*
```

Properties
* E_LUMO: -0.20877 Eh
* frontier orbital gap: 4.57 eV

---

What HOMO level values result from the calculations? In sequence: -9.5 -8.8 -9.3 -10.2 eV.